1.
Computed, not measured: a molecular structure, C2H7NO5 in a non-equilibrium geometry, with wB97M-V/def2-TZVPD.

Geometry as XYZ:
```
15
Properties=species:S:1:pos:R:3:forces:R:3
O 0.83338 -1.36538 0.29616 -0.013 0.112 0.540
O 0.07874 2.07417 -0.56711 0.064 -0.365 0.344
O -1.61991 -1.70467 -0.25043 -0.075 0.447 -0.104
O 2.13304 0.79994 0.31885 -0.874 1.223 0.545
O -0.30017 0.98713 1.36278 -0.048 -0.469 -0.190
N -1.23644 -0.50580 -1.01069 1.434 -0.589 0.379
C 0.27324 0.99436 0.16640 2.945 0.100 0.117
C 0.65017 -0.25902 -0.47290 -4.237 -1.474 -0.831
H 2.29231 0.50028 1.22621 -0.032 -0.016 -0.172
H -0.02462 -1.76914 0.61339 0.373 0.514 -1.059
H -2.49218 -1.47390 0.09841 0.246 0.012 -0.091
H -0.18317 2.80340 0.01524 0.005 -0.056 -0.089
H 1.07498 -0.23842 -1.46678 0.279 0.166 0.313
H -1.09539 -0.89039 -1.94777 -0.149 -0.046 0.116
H -0.38400 0.04743 1.61825 0.080 0.441 0.183
```
Forces are in eV/Å.

As for the energy above the lowest of the compared OMol25 structures with the same formula, charge and spin: 578.6 kJ/mol. The calculation puts the LUMO energy at 0.4 eV. The value obtained for the HOMO-LUMO gap is 8.953 eV. The HOMO energy is -0.316 Ha.

---

2.
Computed, not measured: 2 unconnected molecules or ions with the total composition C2H7NOS in a non-equilibrium geometry, with wB97M-V/def2-TZVPD.

Geometry as XYZ:
```
12
Properties=species:S:1:pos:R:3:forces:R:3
S -0.93388 3.42174 -0.26466 1.472 -0.936 -0.978
O 0.05376 -1.70590 2.43407 -0.279 -1.083 -0.606
N -0.02781 -2.26709 0.21070 -1.539 1.899 1.338
C 0.26607 -2.49413 1.53222 1.400 0.657 -0.440
C -0.22459 1.78340 -0.99386 -0.485 0.930 0.677
H -0.06193 1.91292 -2.06315 -0.155 -0.037 0.114
H 0.13551 4.19555 -0.67867 -0.836 -0.570 0.332
H 0.72980 1.54252 -0.50360 -0.498 0.056 -0.058
H 0.52852 -2.65860 -0.49080 0.761 -0.826 -0.928
H -0.98721 1.00038 -0.80789 0.491 0.562 -0.084
H -0.37073 -1.31295 0.03324 0.216 -0.798 -0.008
H 0.89250 -3.41783 1.59240 -0.548 0.148 0.640
```
Forces are in eV/Å.

As for the energy above the lowest of the compared OMol25 structures with the same formula, charge and spin: 72.3 kJ/mol. Its SMILES is NC=O.CS. The calculation puts the LUMO energy at 0.6 eV. The value obtained for the HOMO-LUMO gap is 9.865 eV. The HOMO energy is -0.339 Ha.

---

3.
Computed, not measured: 2 unconnected molecules or ions with the total composition C2H7NOS in a non-equilibrium geometry, with wB97M-V/def2-TZVPD.

Geometry as XYZ:
```
12
Properties=species:S:1:pos:R:3:forces:R:3
S -0.35631 -0.87978 2.19198 -0.967 0.510 1.320
O 0.92752 1.64074 -2.65212 -1.555 -1.872 -0.737
N -1.29494 0.73712 -1.96652 -0.654 3.062 -2.221
C -0.06759 1.56290 -1.95806 1.137 1.186 -0.324
C 1.16574 -1.76447 1.86798 0.695 0.380 -1.171
H -0.72107 -0.13014 1.14709 0.669 -0.195 -0.502
H 1.80318 -1.32435 1.08749 -0.100 0.452 0.533
H -1.09010 -0.20412 -1.90754 0.858 -2.487 0.233
H 1.74022 -1.81503 2.82599 -0.674 -0.371 -0.957
H 0.07098 2.33841 -1.20376 -1.543 -0.185 1.112
H -1.90149 0.80996 -2.87005 1.770 0.278 1.967
H 0.85472 -2.67454 1.37212 0.364 -0.757 0.747
```
Forces are in eV/Å.

As for the energy above the lowest of the compared OMol25 structures with the same formula, charge and spin: 205.7 kJ/mol. Its SMILES is NC=O.CS. The calculation puts the LUMO energy at 0.7 eV. The value obtained for the HOMO-LUMO gap is 9.713 eV. The HOMO energy is -0.332 Ha.

---

4.
Computed, not measured: 2 unconnected molecules or ions with the total composition C2H7NOS2 in a non-equilibrium geometry, with wB97M-V/def2-TZVPD.

Geometry as XYZ:
```
13
Properties=species:S:1:pos:R:3:forces:R:3
S 0.28361 1.36562 -0.76958 0.097 0.003 -0.020
S 1.72332 -0.07683 -0.92612 0.332 0.175 -0.512
O -0.50542 -0.80484 1.53743 -0.187 -0.024 -0.126
N -2.40933 0.44622 1.83777 -0.009 0.640 -0.710
C 0.79498 -1.57824 -1.30178 0.232 -0.089 1.061
C -1.70151 -0.66648 1.45931 -0.053 -0.087 1.310
H 0.35300 -1.87273 -0.35347 -0.493 -0.088 -0.206
H 0.07451 -1.44551 -2.09736 -0.003 -0.031 -0.136
H 0.12895 1.26671 0.55820 -0.122 0.023 0.050
H 1.53497 -2.34844 -1.50974 0.084 0.063 -0.429
H -1.93621 1.34043 1.95350 0.240 -0.481 0.022
H -3.23494 0.55571 1.27162 -0.446 0.012 0.256
H -2.42121 -1.48922 1.29168 0.326 -0.114 -0.557
```
Forces are in eV/Å.

As for the energy above the lowest of the compared OMol25 structures with the same formula, charge and spin: 32.7 kJ/mol. Its SMILES is NC=O.CSS. The calculation puts the LUMO energy at 0.5 eV. The value obtained for the HOMO-LUMO gap is 9.201 eV. The HOMO energy is -0.321 Ha.

---

5.
Computed, not measured: a molecular structure, C2H7NP in a non-equilibrium geometry, with wB97M-V/def2-TZVPD.

Geometry as XYZ:
```
11
Properties=species:S:1:pos:R:3:forces:R:3
P -1.83026 0.33238 -0.17748 0.769 1.253 -2.274
N -0.20151 -0.33903 -0.14468 2.464 4.349 -0.095
C 0.42378 -1.42110 -0.23995 -2.858 0.777 0.761
C 1.05315 1.18832 -0.13685 -1.520 -4.399 5.086
H 1.42777 -1.29937 -0.22133 3.192 -0.710 -0.222
H 0.44117 1.95075 0.12675 -2.079 2.582 -0.501
H 1.53734 1.03521 -1.00142 1.517 -0.134 -3.043
H -2.46772 -0.82054 -0.05075 -1.179 -2.074 0.354
H -1.80468 0.64569 1.12153 0.013 0.411 1.891
H -0.15921 -2.28926 -0.12999 -0.187 -1.574 -0.364
H 1.58017 1.01696 0.85416 -0.131 -0.480 -1.592
```
Forces are in eV/Å.

As for the energy above the lowest of the compared OMol25 structures with the same formula, charge and spin: 169.9 kJ/mol. As for the charge: +1. The calculation puts the LUMO energy at -4.6 eV. The value obtained for the HOMO-LUMO gap is 10.395 eV. The HOMO energy is -0.552 Ha.

---

6.
Computed, not measured: a molecular structure, C2H7NS in a non-equilibrium geometry, with wB97M-V/def2-TZVPD.

Geometry as XYZ:
```
11
Properties=species:S:1:pos:R:3:forces:R:3
S 0.86478 2.16228 1.25639 -1.545 -3.630 0.801
N -0.24854 0.55551 -1.20955 0.048 0.550 1.172
C 0.07727 -0.51822 -0.35713 0.682 -0.628 -1.404
C -0.68117 -1.60468 -0.12170 0.172 0.881 -0.643
H 0.16154 1.40908 -0.79002 -0.213 -0.568 -0.736
H -0.28402 -2.57163 0.14159 0.071 0.166 0.530
H -1.69000 -1.55281 -0.50718 -0.248 -0.245 0.173
H -1.24115 0.71714 -1.29513 -0.251 -0.168 -0.147
H 0.12005 0.59313 1.31721 0.948 3.505 -0.187
H 1.76154 1.30397 1.75206 0.701 0.491 0.117
H 1.15969 -0.49377 -0.18654 -0.367 -0.353 0.325
```
Forces are in eV/Å.

As for the energy above the lowest of the compared OMol25 structures with the same formula, charge and spin: 217.0 kJ/mol. The calculation puts the LUMO energy at 0.0 eV. The value obtained for the HOMO-LUMO gap is 8.875 eV. The HOMO energy is -0.325 Ha.

---

7.
Computed, not measured: 2 unconnected molecules or ions with the total composition C2H7NS in a non-equilibrium geometry, with wB97M-V/def2-TZVPD.

Geometry as XYZ:
```
11
Properties=species:S:1:pos:R:3:forces:R:3
S 0.85408 0.47990 4.57965 0.126 -0.361 0.785
N -0.04938 0.37579 -1.71739 -0.247 -1.763 -0.540
C -0.40564 -0.92233 -1.02804 0.045 3.350 1.980
C -0.64717 0.52343 -2.82319 0.577 0.855 0.450
H 0.19596 -1.68616 -1.48627 -0.504 -0.693 0.070
H -0.23497 1.31488 -3.44924 -0.590 0.123 -0.182
H 1.63447 0.33901 5.67793 -0.518 -0.271 -0.077
H -1.46815 -0.93527 -0.79745 -0.571 -1.050 -1.379
H 1.80053 1.28454 4.16327 0.390 0.631 -0.714
H -0.15582 -0.72773 0.02634 1.059 -0.590 -0.242
H -1.52391 -0.04605 -3.14562 0.234 -0.231 -0.151
```
Forces are in eV/Å.

As for the energy above the lowest of the compared OMol25 structures with the same formula, charge and spin: 155.6 kJ/mol. Its SMILES is C=NC.S. The calculation puts the LUMO energy at 1.0 eV. The value obtained for the HOMO-LUMO gap is 10.609 eV. The HOMO energy is -0.354 Ha.

---

8.
Computed, not measured: a gas-phase ion, C2H7NS2 (charge -1) in a non-equilibrium geometry, with wB97M-V/def2-TZVPD.

Geometry as XYZ:
```
12
Properties=species:S:1:pos:R:3:forces:R:3
S 1.70577 0.78986 0.40093 -1.192 -2.146 2.222
S 2.15392 2.00208 -1.20783 0.295 1.747 -3.528
N -1.81607 -1.36038 0.31552 -0.904 2.528 -1.602
C -0.63100 -0.47180 0.66889 -0.815 -0.501 2.730
C 0.40652 -0.31877 -0.42407 2.599 -1.460 -0.417
H 0.09214 -0.11799 -1.49080 -0.259 0.881 1.419
H -2.10812 -0.76687 -0.56111 0.008 -1.939 1.756
H -0.22917 -0.74652 1.75747 -0.227 -0.046 -2.649
H 1.04582 -1.23797 -0.66414 -1.171 0.695 0.866
H -0.96894 0.53601 0.90647 -0.212 0.295 -0.307
H 2.99032 2.89445 -0.68155 0.102 0.022 0.485
H -2.64118 -1.20208 0.98022 1.776 -0.078 -0.975
```
Forces are in eV/Å.

As for the energy above the lowest of the compared OMol25 structures with the same formula, charge and spin: 171.7 kJ/mol. As for the charge: -1. The calculation puts the LUMO energy (spin up / spin down) at 3.5 / 3.5 eV. The value obtained for the HOMO-LUMO gap (spin up / spin down) is 2.990 / 7.054 eV. As for the multiplicity: 2. The HOMO energy (spin up / spin down) is 0.020 / -0.130 Ha. The expectation value of S² is 0.752.

---

Calculated DFT total energy in order - -13910.035; -16560.022; -16558.640; -27395.651; -12955.978; -14510.412; -14511.048; -25345.948 eV